This record from the OMol25 dataset describes C29H26FN5O3S5Se2Tl as an isolated structure. The level of theory is ωB97M-V with the def2-TZVPD basis set.

## Properties
**Lowest unoccupied orbital energy (alpha / beta)**: -4.25 / -4.25 eV
**Charge**: +1
**Electronic energy**: -236357.05167 eV
**HOMO (alpha / beta)**: -7.99 / -7.99 eV

XYZ file:
```
72
Properties=species:S:1:pos:R:3:mulliken_charge:R:1
Tl 19.4802 14.8951 6.9710 0.72
C 17.0463 22.0513 6.2588 -1.19
C 16.9690 21.7225 7.7366 -0.71
N 16.9996 20.2770 8.0133 0.15
C 18.2471 19.6944 8.3266 0.01
C 18.5495 18.3984 8.1065 -0.49
C 19.8808 17.9299 8.5106 0.53
O 20.5302 18.6417 9.3316 -0.77
O 20.4209 16.9381 7.9461 -0.60
C 17.5488 17.5538 7.4929 1.52
O 17.7279 16.3437 7.1221 -1.09
C 16.2755 18.1065 7.3705 0.54
C 15.2048 17.2775 7.0451 -0.51
C 13.9466 17.7380 6.9607 0.56
F 13.0027 16.7670 6.7486 -0.35
C 13.6286 19.1011 7.1362 -0.06
C 14.7129 19.9797 7.4040 -1.28
C 15.9933 19.4593 7.5719 0.13
N 12.3487 19.4687 7.0152 0.19
C 11.8042 20.4709 7.9591 -0.35
C 10.4807 21.0541 7.6356 -0.88
N 9.6161 20.1523 6.7801 -0.08
C 10.2993 19.5116 5.6334 -0.89
C 11.4676 18.7154 6.1591 -0.66
H 16.4846 22.9237 6.0134 0.35
H 16.6993 21.3009 5.5859 0.35
H 18.0591 22.3303 6.0871 0.38
H 16.0287 22.0863 8.1780 0.34
H 17.8772 22.0453 8.2710 0.46
H 18.8662 20.3025 8.9952 0.56
H 15.5235 16.2327 6.8274 0.61
H 14.5210 21.0594 7.6178 -0.06
H 12.5909 21.2681 8.0234 0.15
H 11.8705 20.0282 9.0182 0.37
H 10.5496 22.0241 7.1172 0.36
H 10.0243 21.1985 8.6301 0.35
H 8.9365 20.7364 6.2933 0.37
H 9.1676 19.4831 7.4354 0.42
H 10.7018 20.3039 5.0051 0.41
H 9.5671 18.7753 5.1902 0.39
H 12.0346 18.3097 5.2977 0.45
H 10.9720 17.9087 6.6982 0.43
Se 22.9924 17.0669 9.0256 -0.05
Se 22.3057 15.1285 10.2430 -0.06
C 20.4682 15.3621 10.9368 0.10
C 20.3113 16.1278 12.1063 -0.23
C 19.0706 16.1928 12.7427 -0.43
C 17.9895 15.7100 11.9834 -0.48
C 18.2312 15.0659 10.7862 -0.30
N 19.4806 14.7855 10.3087 -0.08
C 24.7149 16.5345 8.4982 0.47
C 25.6377 15.9528 9.4692 -0.25
C 26.8955 15.6517 8.9944 -0.37
C 27.2421 15.7202 7.6786 -0.43
C 26.2504 16.1741 6.8031 -0.29
N 25.0888 16.6842 7.2400 -0.48
H 21.1717 16.4501 12.7549 0.33
H 18.7975 16.6793 13.6877 0.37
H 17.0006 15.8794 12.4360 0.36
H 17.4282 14.7294 10.1110 0.36
H 25.3755 15.8486 10.5356 0.31
H 27.6326 15.2985 9.7256 0.33
H 28.2153 15.3561 7.4341 0.37
H 26.4182 16.2672 5.7214 0.37
S 17.9054 6.8424 8.9594 -0.13
C 18.1102 8.4271 8.4523 0.09
S 19.6044 9.2350 8.7552 0.02
C 19.1006 10.7897 8.1238 0.13
C 17.8028 10.9318 7.6530 0.13
S 17.1066 12.4413 7.2017 -0.15
S 16.9107 9.4387 7.6365 -0.02
S 20.3674 11.8300 8.0400 -0.11
```


This record from the OMol25 dataset describes one molecule with the formula C5H12O2. The level of theory is ωB97M-V with the def2-TZVPD basis set.

## Properties
**Lowest unoccupied orbital energy**: 0.70 eV
**Charge**: 0
**Electronic energy**: -9474.15803 eV
**HOMO**: -10.04 eV

XYZ file:
```
19
Properties=species:S:1:pos:R:3:nbo_charge:R:1
C 2.3661 0.1980 1.0573 -0.61
C 0.9232 0.6564 0.8337 -0.42
C 0.1860 -0.3436 -0.0684 0.07
O 0.3113 -1.6451 0.4736 -0.70
C -1.3108 0.0115 -0.3828 0.07
C -1.5068 0.5135 -1.8086 -0.62
O -2.1504 -1.1290 -0.2761 -0.71
H 2.3743 -0.7967 1.5111 0.22
H 2.8964 0.1172 0.1009 0.20
H 2.9304 0.8798 1.7015 0.21
H 0.4014 0.7275 1.8021 0.19
H 0.9003 1.6651 0.3982 0.21
H 0.7299 -0.3957 -1.0204 0.17
H -0.1516 -1.6515 1.3215 0.45
H -1.6565 0.7877 0.3211 0.15
H -1.0376 -0.1764 -2.5186 0.21
H -2.5789 0.5366 -2.0265 0.22
H -1.0926 1.5149 -1.9644 0.21
H -2.4549 -1.2171 0.6325 0.47
```


Values for relative energy (zero: lowest compared OMol25 entry of this formula, charge and spin), kJ/mol, ordered as above
188.0; 94.3